The following is a quantum chemistry calculation of a 11-piece molecular cluster, C48H76N4O7 overall, from the Open Molecules 2025 dataset.

Positions of all 135 atoms, in Å:
C1 2.350 5.041 -1.636
C2 2.362 5.997 -2.766
C3 1.144 5.708 -3.587
O1 0.362 4.701 -2.763
C4 0.883 4.684 -1.506
H1 2.670 5.622 -0.771
H2 3.062 4.222 -1.743
H3 3.270 5.833 -3.347
H4 2.501 7.043 -2.490
H5 1.582 5.359 -4.523
H6 0.648 6.626 -3.902
H7 0.684 3.744 -0.991
H8 0.226 5.429 -1.057
C5 0.066 0.682 -0.258
C6 -0.374 -0.381 0.773
C7 -1.639 -0.930 0.098
O2 -2.182 0.194 -0.662
C8 -1.083 0.861 -1.235
H9 0.926 0.381 -0.858
H10 0.220 1.603 0.303
H11 -0.753 0.053 1.699
H12 0.407 -1.118 0.957
H13 -2.360 -1.383 0.779
H14 -1.505 -1.786 -0.562
H15 -1.487 1.862 -1.388
H16 -0.901 0.440 -2.224
C9 1.454 -4.451 2.614
C10 1.674 -3.461 3.733
C11 0.275 -2.790 3.825
O3 -0.589 -3.975 3.720
C12 0.073 -5.017 3.018
H17 2.227 -5.219 2.601
H18 1.318 -3.950 1.655
H19 2.533 -2.805 3.588
H20 1.787 -4.004 4.671
H21 0.139 -1.999 3.088
H22 0.127 -2.428 4.843
H23 -0.513 -5.356 2.163
H24 0.143 -5.845 3.723
C13 -3.455 -3.586 -2.332
C14 -2.156 -4.105 -1.974
C15 -2.008 -5.292 -2.865
O4 -3.026 -5.155 -3.878
C16 -3.504 -3.874 -3.781
H25 -3.593 -2.557 -2.000
H26 -4.350 -4.093 -1.972
H27 -2.149 -4.414 -0.929
H28 -1.362 -3.388 -2.181
H29 -2.151 -6.188 -2.260
H30 -0.992 -5.219 -3.253
H31 -4.482 -3.817 -4.260
H32 -2.900 -3.093 -4.242
C17 -5.193 -4.469 2.170
C18 -5.511 -5.785 1.500
C19 -4.201 -6.458 1.246
O5 -3.297 -5.411 1.026
C20 -3.752 -4.281 1.866
H33 -5.208 -4.612 3.250
H34 -5.797 -3.622 1.845
H35 -6.067 -5.570 0.588
H36 -5.984 -6.511 2.161
H37 -4.119 -7.075 0.351
H38 -3.873 -7.073 2.085
H39 -3.589 -3.405 1.237
H40 -3.252 -4.280 2.835
C21 1.353 1.482 5.789
C22 2.205 1.323 4.598
C23 1.701 -0.057 4.134
O6 0.279 0.078 4.303
C24 0.060 0.954 5.448
H41 1.141 2.528 6.011
H42 1.777 1.083 6.711
H43 3.240 1.219 4.924
H44 2.114 2.040 3.782
H45 2.146 -0.841 4.746
H46 1.949 -0.221 3.085
H47 -0.403 0.473 6.310
H48 -0.500 1.860 5.219
C25 5.104 2.593 0.340
C26 3.905 2.457 1.105
C27 3.756 0.944 1.240
O7 5.089 0.451 1.033
C28 6.053 1.502 0.885
H49 5.395 3.644 0.320
H50 4.923 2.366 -0.710
H51 3.145 3.019 0.561
H52 3.935 2.866 2.115
H53 3.061 0.522 0.514
H54 3.427 0.740 2.259
H55 6.906 1.090 0.346
H56 6.478 1.705 1.868
N1 2.281 -3.840 -2.224
C29 2.847 -5.019 -1.990
C30 3.954 -5.173 -1.112
C31 4.549 -3.981 -0.612
C32 4.032 -2.715 -0.953
C33 2.904 -2.683 -1.771
H57 2.458 -5.817 -2.604
H58 4.242 -6.190 -0.892
H59 5.416 -4.073 0.026
H60 4.593 -1.871 -0.579
H61 2.420 -1.814 -2.194
N2 1.541 1.429 -7.695
C34 1.407 0.167 -7.113
C35 1.012 -0.128 -5.776
C36 0.922 1.020 -4.960
C37 0.979 2.321 -5.503
C38 1.120 2.494 -6.874
H62 1.501 -0.661 -7.801
H63 1.123 -1.097 -5.312
H64 0.859 0.831 -3.898
H65 0.871 3.161 -4.833
H66 1.233 3.468 -7.326
N3 0.986 5.280 1.691
C39 0.580 4.004 1.989
C40 -0.692 3.581 2.362
C41 -1.725 4.558 2.336
C42 -1.416 5.892 1.945
C43 -0.054 6.196 1.676
H67 1.345 3.268 2.190
H68 -0.939 2.627 2.806
H69 -2.724 4.302 2.657
H70 -2.229 6.598 2.032
H71 0.306 7.214 1.700
N4 -3.436 5.178 -1.683
C44 -4.716 5.246 -2.191
C45 -5.685 4.344 -1.871
C46 -5.349 3.321 -0.974
C47 -4.021 3.173 -0.504
C48 -3.068 4.184 -0.820
H72 -4.838 6.109 -2.827
H73 -6.653 4.240 -2.338
H74 -6.101 2.624 -0.633
H75 -3.783 2.369 0.176
H76 -2.044 4.190 -0.477

Computed properties:
orbital gap (alpha / beta) = 2.5553 / 7.0961 eV
2S+1 = 2
E_HOMO (alpha / beta) = -0.42 / -4.96 eV
net charge = -1
<S²> = 0.764
E_LUMO (alpha / beta) = 2.13 / 2.13 eV

Atom charges from the Mulliken analysis, given in e for atoms 1 to 5: 0.101, -0.786, -0.342, -0.516, 0.942


The following is a quantum chemistry calculation of a 12-piece molecular cluster, C48H78N6O12S6 overall, from the Open Molecules 2025 dataset.

Positions of all 150 atoms, in Å:
O1 16.093 -19.655 -6.403
S1 16.841 -18.956 -7.469
O2 17.963 -19.648 -8.128
C1 15.576 -18.414 -8.769
C2 15.596 -16.943 -8.801
C3 15.990 -16.360 -7.439
C4 17.240 -17.178 -7.041
H1 14.697 -19.019 -8.548
H2 15.865 -18.799 -9.747
H3 16.206 -16.616 -9.643
H4 14.541 -16.833 -9.051
H5 15.189 -16.527 -6.719
H6 16.225 -15.301 -7.545
H7 17.597 -17.181 -6.011
H8 18.112 -16.916 -7.641
O3 22.159 -19.215 -4.356
S2 21.028 -18.719 -5.108
O4 19.844 -19.529 -5.411
C5 20.560 -17.077 -4.494
C6 21.358 -16.103 -5.362
C7 21.284 -16.642 -6.763
C8 21.790 -18.063 -6.663
H9 20.580 -17.019 -3.406
H10 19.529 -17.009 -4.843
H11 21.054 -15.059 -5.431
H12 22.412 -16.068 -5.086
H13 21.831 -15.966 -7.420
H14 20.244 -16.721 -7.078
H15 22.857 -18.004 -6.452
H16 21.462 -18.754 -7.439
O5 15.932 -24.031 -11.405
S3 15.573 -23.228 -10.284
O6 14.436 -22.367 -10.325
C9 15.548 -24.284 -8.823
C10 17.008 -24.446 -8.523
C11 17.629 -23.099 -8.622
C12 17.049 -22.253 -9.696
H17 14.977 -25.188 -9.034
H18 15.065 -23.637 -8.090
H19 17.176 -24.766 -7.494
H20 17.531 -25.144 -9.177
H21 18.698 -23.146 -8.831
H22 17.563 -22.669 -7.623
H23 17.695 -22.114 -10.563
H24 16.665 -21.318 -9.289
O7 24.840 -22.336 -9.671
S4 23.785 -21.795 -8.810
O8 23.653 -20.401 -8.483
C13 22.058 -22.406 -9.177
C14 21.734 -23.539 -8.058
C15 22.501 -23.154 -6.744
C16 23.953 -22.661 -7.164
H25 21.993 -22.727 -10.217
H26 21.490 -21.486 -9.047
H27 20.684 -23.784 -7.897
H28 22.069 -24.538 -8.340
H29 22.800 -23.933 -6.043
H30 21.988 -22.374 -6.181
H31 24.509 -23.553 -7.453
H32 24.481 -22.086 -6.404
O9 17.608 -22.236 -15.904
S5 16.813 -22.529 -14.703
O10 17.324 -22.260 -13.343
C17 15.160 -21.886 -14.939
C18 14.273 -23.018 -15.337
C19 15.077 -24.322 -15.716
C20 16.339 -24.335 -14.820
H33 15.358 -21.119 -15.687
H34 14.816 -21.467 -13.993
H35 13.468 -23.167 -14.617
H36 13.848 -22.837 -16.324
H37 15.341 -24.287 -16.773
H38 14.453 -25.213 -15.647
H39 17.199 -24.852 -15.246
H40 15.955 -24.711 -13.872
O11 24.622 -19.042 -16.588
S6 23.874 -20.281 -16.299
O12 22.416 -20.187 -15.938
C21 24.018 -21.291 -17.885
C22 25.330 -22.019 -17.624
C23 25.301 -22.580 -16.136
C24 24.800 -21.487 -15.225
H41 23.752 -20.759 -18.798
H42 23.117 -21.901 -17.817
H43 25.473 -22.880 -18.278
H44 26.249 -21.444 -17.744
H45 26.306 -22.829 -15.797
H46 24.634 -23.439 -16.070
H47 25.462 -20.784 -14.718
H48 24.040 -21.751 -14.489
C25 20.065 -20.086 -11.339
C26 21.258 -19.353 -11.043
C27 22.053 -19.458 -12.187
N1 21.409 -20.228 -13.135
C28 20.172 -20.555 -12.659
H49 19.200 -20.113 -10.693
H50 21.545 -18.913 -10.100
H51 23.031 -19.074 -12.439
H52 21.846 -20.344 -14.038
H53 19.456 -21.043 -13.304
C29 18.931 -15.500 -9.763
C30 19.659 -14.598 -10.618
C31 20.276 -15.284 -11.659
N2 19.910 -16.626 -11.464
C32 19.110 -16.705 -10.350
H54 18.398 -15.276 -8.851
H55 19.765 -13.532 -10.488
H56 20.913 -14.979 -12.476
H57 20.074 -17.429 -12.055
H58 18.696 -17.680 -10.138
C33 23.667 -15.945 -10.456
C34 24.057 -17.246 -10.426
C35 25.440 -17.304 -10.672
N3 25.879 -16.049 -10.903
C36 24.798 -15.267 -10.836
H59 22.649 -15.602 -10.350
H60 23.423 -18.091 -10.198
H61 26.105 -18.151 -10.759
H62 26.840 -15.801 -11.091
H63 24.927 -14.213 -11.033
C37 14.892 -19.313 -12.522
C38 14.542 -18.816 -13.781
C39 15.683 -18.466 -14.435
N4 16.745 -18.786 -13.683
C40 16.278 -19.261 -12.443
H64 14.212 -19.691 -11.774
H65 13.549 -18.785 -14.205
H66 15.810 -18.192 -15.471
H67 17.700 -18.604 -13.957
H68 16.989 -19.472 -11.657
C41 20.582 -25.662 -11.449
C42 19.726 -26.782 -11.337
C43 18.427 -26.339 -11.536
N5 18.512 -24.959 -11.915
C44 19.799 -24.555 -11.727
H69 21.629 -25.653 -11.184
H70 20.076 -27.754 -11.025
H71 17.524 -26.917 -11.665
H72 17.881 -24.288 -12.330
H73 20.124 -23.547 -11.940
C45 19.349 -18.829 -16.333
C46 19.475 -17.622 -15.617
C47 18.917 -16.615 -16.316
N6 18.292 -17.234 -17.353
C48 18.630 -18.572 -17.509
H74 19.667 -19.788 -15.952
H75 20.018 -17.484 -14.694
H76 18.818 -15.554 -16.144
H77 17.672 -16.763 -17.996
H78 18.266 -19.137 -18.354

Computed properties:
orbital gap = 8.1277 eV
2S+1 = 1
E_HOMO = -7.69 eV
E_LUMO = 0.44 eV
SMILES string = O=S1(=O)CCCC1.O=S1(=O)CCCC1.O=S1(=O)CCCC1.O=S1(=O)CCCC1.O=S1(=O)CCCC1.O=S1(=O)CCCC1.c1cc[nH]c1.c1cc[nH]c1.c1cc[nH]c1.c1cc[nH]c1.c1cc[nH]c1.c1cc[nH]c1

Atom charges from the Mulliken analysis, given in e for atoms 1 to 5: -0.725, 0.806, -0.213, 0.151, -0.813


The following is a quantum chemistry calculation of a 10-piece molecular cluster, C48H81N4O32Si overall, from the Open Molecules 2025 dataset.

Positions of all 166 atoms, in Å:
C1 3.587 -2.520 0.969
C2 3.599 -0.983 1.353
C3 2.117 -0.440 1.110
C4 1.320 -0.785 2.447
C5 1.633 0.381 3.454
C6 -0.237 -1.000 2.150
C7 -0.311 -2.467 1.584
C8 -0.036 -3.560 2.712
C9 -1.351 -4.265 3.155
C10 -2.004 -5.149 2.022
C11 -3.500 -4.757 1.813
O1 -3.698 -4.145 0.490
C12 -5.003 -3.666 0.514
C13 -5.305 -2.175 0.739
O2 -5.902 -4.450 0.382
C14 -1.097 -1.070 3.470
O3 -2.352 -1.001 3.380
O4 -0.577 -1.256 4.612
N1 -0.637 0.063 1.210
C15 -1.112 1.294 1.847
C16 -0.575 2.497 0.971
O5 -0.884 3.783 1.536
Si1 -2.453 4.340 1.206
C17 -2.477 6.127 0.506
C18 -3.466 3.261 0.016
C19 -3.443 4.425 2.837
C20 -1.603 -0.311 0.168
C21 -0.982 -0.652 -1.273
N2 -0.839 -2.085 -1.527
N3 0.233 0.130 -1.559
N4 -2.016 -0.171 -2.274
H1 3.027 -2.695 0.011
H2 4.604 -2.932 0.806
H3 3.031 -3.114 1.736
H4 4.343 -0.513 0.674
H5 3.854 -0.897 2.427
H6 1.694 -1.096 0.324
H7 2.093 0.640 0.876
H8 1.814 -1.694 2.842
H9 0.788 0.686 4.102
H10 2.039 1.306 2.976
H11 2.437 0.026 4.149
H12 0.431 -2.671 0.785
H13 -1.311 -2.738 1.188
H14 0.609 -4.354 2.241
H15 0.546 -3.167 3.569
H16 -2.098 -3.487 3.446
H17 -1.154 -4.849 4.088
H18 -1.846 -6.229 2.219
H19 -1.485 -4.860 1.072
H20 -3.864 -4.014 2.558
H21 -4.151 -5.659 1.879
H22 -6.375 -2.061 1.029
H23 -4.712 -1.719 1.571
H24 -5.159 -1.540 -0.164
H25 -0.713 1.490 2.862
H26 -2.230 1.350 1.957
H27 0.539 2.395 1.020
H28 -0.835 2.388 -0.109
H29 -3.531 6.486 0.615
H30 -1.865 6.792 1.160
H31 -2.150 6.135 -0.556
H32 -3.723 2.281 0.469
H33 -2.921 3.151 -0.956
H34 -4.431 3.800 -0.170
H35 -4.255 5.178 2.659
H36 -3.967 3.460 3.029
H37 -2.832 4.769 3.697
H38 -2.230 0.591 -0.044
H39 -2.349 -1.087 0.482
H40 -1.546 -2.411 -2.185
H41 0.079 -2.305 -1.907
H42 0.679 -0.326 -2.361
H43 -0.045 1.046 -1.920
H44 -2.200 0.822 -2.145
H45 -2.863 -0.709 -2.060
C22 -6.648 -4.791 -2.995
C23 -6.090 -6.109 -3.454
O6 -6.497 -6.163 -4.823
C24 -6.696 -4.886 -5.240
O7 -6.883 -4.569 -6.374
O8 -6.658 -4.017 -4.198
H46 -6.032 -4.320 -2.232
H47 -7.671 -4.877 -2.621
H48 -4.999 -6.141 -3.407
H49 -6.492 -6.951 -2.894
C25 -10.534 -4.431 -5.773
C26 -10.445 -2.958 -6.061
O9 -11.761 -2.500 -5.744
C27 -12.301 -3.386 -4.870
O10 -13.323 -3.209 -4.281
O11 -11.531 -4.496 -4.753
H50 -9.591 -4.845 -5.422
H51 -10.875 -5.007 -6.636
H52 -9.727 -2.447 -5.417
H53 -10.199 -2.748 -7.099
C28 8.826 -3.934 1.960
C29 8.933 -2.650 1.190
O12 7.610 -2.120 1.272
C30 7.024 -2.657 2.375
O13 5.983 -2.298 2.822
O14 7.787 -3.656 2.899
H54 9.750 -4.191 2.468
H55 8.519 -4.774 1.331
H56 9.627 -1.942 1.651
H57 9.225 -2.809 0.155
C31 12.307 -3.731 6.174
C32 11.012 -4.388 5.783
O15 10.748 -3.818 4.501
C33 11.937 -3.407 3.988
O16 12.090 -3.039 2.863
O17 12.924 -3.469 4.914
H58 12.935 -4.378 6.787
H59 12.155 -2.786 6.694
H60 11.105 -5.472 5.676
H61 10.204 -4.171 6.479
C34 -0.461 10.265 0.528
C35 -0.772 9.821 -0.874
O18 -2.085 9.276 -0.753
C36 -2.660 9.848 0.341
O19 -3.807 9.740 0.631
O20 -1.750 10.562 1.058
H62 0.183 11.142 0.557
H63 -0.006 9.472 1.128
H64 -0.799 10.655 -1.579
H65 -0.073 9.071 -1.240
C37 14.884 0.448 5.340
C38 14.039 1.612 5.783
O21 12.727 1.058 5.804
C39 12.855 -0.284 5.954
O22 11.949 -1.026 6.176
O23 14.148 -0.674 5.821
H66 15.885 0.469 5.767
H67 14.964 0.377 4.253
H68 14.294 1.957 6.788
H69 14.094 2.456 5.097
C40 -15.247 0.186 -3.344
C41 -14.040 -0.485 -3.940
O24 -13.603 0.465 -4.916
C42 -14.069 1.682 -4.537
O25 -13.748 2.712 -5.039
O26 -14.952 1.573 -3.507
H70 -15.387 -0.061 -2.293
H71 -16.166 -0.046 -3.888
H72 -13.241 -0.635 -3.210
H73 -14.276 -1.434 -4.402
C43 -2.206 8.988 -5.778
C44 -1.761 10.425 -5.722
O27 -0.824 10.423 -4.648
C45 -0.354 9.153 -4.521
O28 0.563 8.841 -3.828
O29 -1.066 8.287 -5.286
H74 -2.454 8.664 -6.788
H75 -3.055 8.786 -5.122
H76 -1.251 10.742 -6.635
H77 -2.583 11.110 -5.521
C46 9.205 -1.189 -4.062
C47 8.724 -0.534 -2.796
O30 8.369 -1.647 -1.981
C48 9.073 -2.719 -2.425
O31 9.133 -3.763 -1.857
O32 9.702 -2.443 -3.599
H78 9.990 -0.619 -4.558
H79 8.396 -1.371 -4.774
H80 9.509 0.036 -2.293
H81 7.866 0.117 -2.959

Computed properties:
orbital gap = 5.6885 eV
2S+1 = 1
E_HOMO = -4.29 eV
net charge = -1
E_LUMO = 1.40 eV

Atom charges from the Mulliken analysis, given in e for atoms 1 to 5: -0.975, -0.724, 0.164, 0.115, -2.068